1.
Formula: C4H10BN2O2S
Source: OMol25
Level of theory: ωB97M-V/def2-TZVPD

Total charge ... +1
LUMO level ... -3.8124 eV
Kohn-Sham gap ... 9.37 eV
HOMO level ... -13.186 eV

Last column: natural (NBO) charge in e.
Cartesian coordinates (Å):
1 C 1.452 1.457 0.411  -0.611
2 C 0.662 0.283 -0.192  -0.485
3 B 1.568 -1.038 -0.336  1.135
4 O 1.811 -1.513 -1.573  -0.863
5 O 1.964 -1.710 0.793  -0.909
6 C -0.587 -0.037 0.675  -0.229
7 N -1.779 0.159 -0.160  -0.129
8 N -3.040 -0.032 0.409  -0.599
9 C -1.582 0.602 -1.353  -0.034
10 S 0.017 0.807 -1.847  0.478
11 H 0.783 2.236 0.779  0.226
12 H 2.112 1.907 -0.332  0.242
13 H 2.077 1.125 1.243  0.223
14 H 2.338 -2.322 -1.580  0.519
15 H 2.465 -1.236 1.459  0.516
16 H -0.657 0.645 1.526  0.236
17 H -0.598 -1.058 1.062  0.241
18 H -3.648 -0.521 -0.239  0.390
19 H -2.937 -0.570 1.260  0.389
20 H -2.422 0.816 -2.004  0.266


2.
Formula: C3H7FO
Source: OMol25
Level of theory: ωB97M-V/def2-TZVPD

Total charge ... 0
LUMO level ... 0.8583 eV
ΔE to the lowest compared entry with this formula, charge and spin ... 77.60 kcal per mole
Kohn-Sham gap ... 11.19 eV
HOMO level ... -10.336 eV

Last column: natural (NBO) charge in e.
Cartesian coordinates (Å):
1 C 0.995 1.184 -0.266  -0.643
2 C 0.567 -0.003 0.541  0.003
3 C -0.976 0.071 0.709  0.014
4 H 1.182 0.614 -1.614  0.238
5 H 0.101 2.054 -0.118  0.234
6 H 2.095 1.320 0.167  0.235
7 H 0.961 -0.063 1.527  0.187
8 H -0.092 -1.296 -0.708  0.476
9 H -1.409 -0.828 1.136  0.184
10 H -1.435 0.967 1.104  0.187
11 O 0.954 -1.305 -0.170  -0.719
12 F -1.394 0.018 -0.671  -0.395


3.
Formula: C42H30BN3O7P
Source: OMol25
Level of theory: ωB97M-V/def2-TZVPD

Total charge ... -1
LUMO level ... -0.0484 eV
Kohn-Sham gap ... 3.16 eV
HOMO level ... -3.206 eV

Last column: Mulliken charge in e.
Cartesian coordinates (Å):
1 N 5.999 6.125 -1.238  -0.698
2 P 7.226 6.807 -2.045  0.210
3 N 8.433 5.516 -2.378  -0.467
4 B 8.387 5.389 -3.920  0.386
5 N 7.478 4.420 -4.661  -0.666
6 O 9.289 6.347 -4.650  -0.603
7 H 5.118 6.222 -1.826  0.141
8 H 7.827 7.932 -1.361  0.033
9 H 6.709 7.289 -3.300  -0.042
10 H 6.540 4.869 -4.874  0.247
11 H 7.359 3.539 -4.109  0.247
12 H 8.691 7.149 -4.844  0.254
13 C 5.095 3.257 -0.080  -0.561
14 C 4.349 2.925 1.050  -0.505
15 C 3.241 2.085 0.933  -0.508
16 C 2.870 1.585 -0.322  0.564
17 C 3.601 1.937 -1.455  0.463
18 C 4.724 2.766 -1.333  -1.049
19 C 3.190 1.456 -2.790  0.480
20 O 3.834 1.762 -3.785  -0.700
21 C 1.987 0.608 -2.908  0.196
22 C 1.552 0.192 -4.173  -0.536
23 C 0.423 -0.620 -4.293  -0.641
24 C -0.268 -1.027 -3.152  -0.438
25 C 0.159 -0.610 -1.891  -0.629
26 C 1.283 0.217 -1.769  0.091
27 C 1.706 0.683 -0.434  0.479
28 O 1.097 0.329 0.569  -0.728
29 H 5.965 3.905 0.013  0.439
30 H 4.631 3.318 2.024  0.394
31 H 2.666 1.825 1.820  0.473
32 H 5.308 3.034 -2.211  0.720
33 H 2.088 0.503 -5.069  0.464
34 H 0.084 -0.938 -5.277  0.390
35 H -1.144 -1.666 -3.244  0.476
36 H -0.388 -0.927 -1.005  0.645
37 C -2.064 -3.507 8.012  -0.452
38 C -2.970 -4.099 7.132  -0.507
39 C -2.638 -4.249 5.785  -0.533
40 C -1.401 -3.795 5.312  0.269
41 C -0.505 -3.181 6.187  0.196
42 C -0.833 -3.047 7.542  -0.570
43 C 0.782 -2.654 5.690  0.504
44 O 1.571 -2.117 6.458  -0.680
45 C 1.101 -2.774 4.253  0.312
46 C 2.292 -2.227 3.758  -0.730
47 C 2.607 -2.349 2.403  -0.409
48 C 1.741 -3.023 1.542  -0.434
49 C 0.551 -3.564 2.032  -0.642
50 C 0.226 -3.431 3.388  0.314
51 C -1.051 -3.975 3.889  0.620
52 O -1.815 -4.564 3.132  -0.709
53 H -2.318 -3.397 9.063  0.382
54 H -3.935 -4.446 7.495  0.392
55 H -3.348 -4.717 5.105  0.447
56 H -0.133 -2.580 8.233  0.452
57 H 2.975 -1.702 4.424  0.452
58 H 3.530 -1.918 2.020  0.428
59 H 1.990 -3.124 0.488  0.425
60 H -0.122 -4.085 1.353  0.455
61 C -6.335 -2.915 1.572  -0.534
62 C -5.046 -3.264 1.172  -0.426
63 C -4.482 -2.674 0.040  -0.711
64 C -5.214 -1.738 -0.701  0.326
65 C -6.512 -1.407 -0.315  0.217
66 C -7.070 -1.988 0.831  -0.556
67 C -7.312 -0.459 -1.117  0.550
68 O -8.451 -0.165 -0.777  -0.692
69 C -6.723 0.122 -2.340  0.323
70 C -7.490 0.977 -3.142  -0.637
71 C -6.936 1.541 -4.293  -0.415
72 C -5.615 1.261 -4.641  -0.573
73 C -4.850 0.405 -3.847  -0.504
74 C -5.408 -0.173 -2.700  0.225
75 C -4.602 -1.105 -1.887  0.437
76 O -3.443 -1.355 -2.194  -0.626
77 H -6.771 -3.368 2.460  0.394
78 H -4.478 -3.996 1.742  0.469
79 H -3.473 -2.948 -0.264  0.504
80 H -8.078 -1.724 1.147  0.441
81 H -8.521 1.203 -2.876  0.447
82 H -7.535 2.200 -4.917  0.380
83 H -5.181 1.706 -5.534  0.403
84 H -3.820 0.188 -4.128  0.553


4.
Formula: C44H37AsIrN3PS3
Source: OMol25
Level of theory: ωB97M-V/def2-TZVPD

Total charge ... +1
LUMO level (spin up / spin down) ... -1.9271 / -5.0877 eV
ΔE to the lowest compared entry with this formula, charge and spin ... 15.28 kcal per mole
Kohn-Sham gap (spin up / spin down) ... 6.75 / 5.45 eV
HOMO level (spin up / spin down) ... -8.674 / -10.536 eV
Spin multiplicity ... 5

Last column: Mulliken spin population.
Cartesian coordinates (Å):
1 Ir -0.049 -0.239 -0.289  1.057
2 C -2.601 -1.506 -4.833  0.008
3 S -1.744 -2.855 -3.972  0.018
4 C -1.217 -2.055 -2.513  0.082
5 S -0.631 -0.385 -2.553  0.382
6 N -1.158 -2.751 -1.432  0.012
7 N -0.635 -2.169 -0.364  0.200
8 C -0.589 -2.867 0.801  0.215
9 C -0.030 -2.228 1.901  0.144
10 C 0.136 -2.830 3.174  0.133
11 C 0.773 -2.144 4.170  -0.001
12 C 1.256 -0.846 3.917  0.212
13 C 1.044 -0.293 2.676  -0.107
14 N 0.416 -0.939 1.692  0.258
15 H -2.906 -1.919 -5.792  0.001
16 H -1.928 -0.669 -4.993  0.001
17 H -3.477 -1.198 -4.267  0.002
18 H -0.955 -3.885 0.813  -0.016
19 H -0.236 -3.834 3.327  0.002
20 H 0.914 -2.596 5.143  0.003
21 H 1.775 -0.279 4.675  0.006
22 H 1.382 0.711 2.447  -0.011
23 S 0.259 2.086 -0.357  0.570
24 C 1.782 2.618 -1.014  -0.002
25 C 1.849 3.950 -1.445  0.106
26 C 3.043 4.465 -1.908  -0.045
27 C 4.182 3.669 -1.936  0.100
28 C 4.117 2.345 -1.518  -0.026
29 C 2.924 1.804 -1.065  0.118
30 As 2.771 -0.050 -0.490  0.088
31 C 4.617 -0.398 0.068  0.057
32 C 4.968 -0.111 1.383  0.008
33 C 6.273 -0.297 1.813  0.002
34 C 7.228 -0.781 0.930  0.003
35 C 6.878 -1.079 -0.379  0.001
36 C 5.573 -0.891 -0.813  0.002
37 C 2.739 -0.971 -2.202  0.028
38 C 2.574 -2.353 -2.165  -0.027
39 C 2.440 -3.073 -3.341  -0.004
40 C 2.463 -2.411 -4.562  0.000
41 C 2.629 -1.035 -4.603  0.000
42 C 2.768 -0.314 -3.426  -0.005
43 H 0.957 4.561 -1.409  0.000
44 H 3.091 5.493 -2.244  0.000
45 H 5.124 4.077 -2.277  0.004
46 H 5.005 1.725 -1.546  0.004
47 H 4.215 0.261 2.071  -0.001
48 H 6.543 -0.070 2.836  0.000
49 H 8.246 -0.933 1.264  0.000
50 H 7.621 -1.459 -1.068  0.000
51 H 5.301 -1.130 -1.834  0.002
52 H 2.537 -2.862 -1.206  0.006
53 H 2.309 -4.147 -3.306  0.000
54 H 2.350 -2.970 -5.482  0.000
55 H 2.646 -0.518 -5.554  0.000
56 H 2.885 0.763 -3.463  -0.001
57 C -5.217 -3.101 1.773  0.010
58 C -4.969 -2.152 2.753  -0.005
59 C -4.133 -1.076 2.494  0.014
60 C -3.527 -0.949 1.245  0.019
61 C -3.803 -1.893 0.255  0.039
62 C -4.644 -2.961 0.516  -0.016
63 P -2.402 0.403 0.775  0.284
64 C -2.070 1.363 2.280  0.037
65 C -2.121 2.757 2.244  0.004
66 C -1.777 3.496 3.365  -0.011
67 C -1.379 2.856 4.529  0.011
68 C -1.312 1.471 4.568  -0.013
69 C -1.645 0.726 3.447  0.027
70 C -3.511 1.495 -0.178  -0.057
71 C -4.739 1.839 0.393  0.011
72 C -5.620 2.655 -0.294  0.002
73 C -5.288 3.136 -1.554  -0.001
74 C -4.069 2.803 -2.121  -0.004
75 C -3.181 1.986 -1.435  0.013
76 H -5.866 -3.941 1.982  0.001
77 H -5.431 -2.246 3.727  0.000
78 H -3.979 -0.328 3.259  0.003
79 H -3.361 -1.787 -0.729  0.001
80 H -4.850 -3.685 -0.262  0.000
81 H -2.440 3.261 1.341  0.001
82 H -1.828 4.577 3.331  0.000
83 H -1.121 3.435 5.407  0.001
84 H -0.996 0.970 5.474  0.001
85 H -1.577 -0.354 3.483  0.002
86 H -5.000 1.460 1.374  0.003
87 H -6.571 2.914 0.153  0.000
88 H -5.982 3.770 -2.090  0.000
89 H -3.805 3.180 -3.101  0.000
90 H -2.231 1.737 -1.880  0.031


5.
Formula: C10H22N2O2PSi
Source: OMol25
Level of theory: ωB97M-V/def2-TZVPD

Total charge ... +1
LUMO level ... -3.5457 eV
Kohn-Sham gap ... 8.95 eV
HOMO level ... -12.500 eV

Last column: natural (NBO) charge in e.
Cartesian coordinates (Å):
1 C -3.093 1.227 -1.379  -1.102
2 Si -1.516 1.170 -0.347  1.354
3 C -0.299 0.032 -1.180  -1.120
4 C -0.889 2.921 -0.091  -1.097
5 P -2.191 0.429 1.702  1.012
6 N -3.638 -0.427 1.557  -1.116
7 C -1.052 -0.702 2.541  -0.151
8 C 0.258 -0.874 2.162  -0.209
9 C 1.070 -1.784 2.828  -0.149
10 C 0.499 -2.477 3.883  -0.201
11 C -0.832 -2.221 4.203  0.059
12 N -1.615 -1.370 3.562  -0.417
13 H -3.967 0.826 -0.863  0.258
14 H -2.966 0.655 -2.297  0.262
15 H -3.314 2.263 -1.638  0.256
16 H -0.319 0.288 -2.241  0.268
17 H -0.586 -1.019 -1.098  0.257
18 H 0.730 0.176 -0.857  0.266
19 H -1.717 3.546 0.244  0.251
20 H -0.106 2.932 0.670  0.246
21 H -0.497 3.288 -1.037  0.268
22 H -2.443 1.494 2.586  0.022
23 H -3.576 -1.292 2.096  0.428
24 H -4.420 0.089 1.950  0.414
25 H 0.673 -0.301 1.340  0.231
26 H 2.094 -1.947 2.527  0.243
27 H 1.070 -3.202 4.445  0.245
28 H -1.273 -2.754 5.039  0.216
29 C 3.915 -0.679 -3.432  -0.092
30 C 3.003 0.526 -3.375  -0.096
31 O 2.738 0.885 -2.009  -0.752
32 O 3.339 -1.776 -2.737  -0.711
33 H 4.078 -0.987 -4.464  0.197
34 H 4.886 -0.436 -2.982  0.158
35 H 2.036 0.284 -3.814  0.183
36 H 3.434 1.375 -3.911  0.181
37 H 3.549 1.252 -1.641  0.474
38 H 2.934 -1.409 -1.943  0.464


> Which value of total charge does entry 2 give?

0